# 1
An isolated ion of composition C4H7OS2 and charge -1 at a distorted geometry, computed with ωB97M-V with the def2-TZVPD basis set.

Output
structure (SMILES)	CC(C)SC([O-])=S
gap between HOMO and LUMO	0.26904	hartree
HOMO level	-3.74	eV
LUMO	3.584	eV
charge	-1
relative energy (zero: lowest compared OMol25 entry of this formula, charge and spin)	0.393	eV

Geometry as XYZ:
```
14
Properties=species:S:1:pos:R:3:forces:R:3
S 5.05214 0.27749 0.02276 2.4 1.3 0.2
H -0.67027 1.10697 1.48162 0.9 -2.5 -0.6
C 0.59571 -0.05512 -0.07838 0.0 -0.6 1.6
O 3.34426 -1.66151 -0.26276 -0.2 1.2 0.2
H 0.43361 0.44704 -2.19091 0.6 -0.8 -0.2
H -0.43911 1.54360 -1.36258 -0.4 -1.5 0.9
H 0.69856 -1.16290 -0.16215 0.8 0.8 -0.4
S 2.21327 0.81541 0.13337 -0.2 -0.6 -0.5
C -0.18918 0.42719 -1.30994 -1.2 0.2 -0.4
H -1.06629 -0.31264 -1.55718 1.2 1.8 0.6
C 3.63568 -0.48015 -0.08065 -2.6 -2.2 -0.4
H -0.90680 -0.81120 1.39653 0.5 1.1 -0.1
H 0.45658 -0.01854 2.17897 1.6 -0.5 1.0
C -0.13681 0.02161 1.32509 -3.3 2.2 -2.0
```
Positions in Å, forces in eV/Å.

***

# 2
One molecule with the formula C6H9N3O2 at a distorted geometry, computed with ωB97M-V with the def2-TZVPD basis set.

Output
structure (SMILES)	NC(=O)C1(N2C=CON2)CC1
gap between HOMO and LUMO	0.30015	hartree
HOMO level	-7.48	eV
LUMO	0.684	eV
relative energy (zero: lowest compared OMol25 entry of this formula, charge and spin)	5.849	eV

Geometry as XYZ:
```
20
Properties=species:S:1:pos:R:3:forces:R:3
H 1.83544 -0.96244 -0.90526 -0.8 -0.3 -0.2
O 1.11759 -2.68466 -1.63977 -0.3 0.8 0.9
H -1.83531 -1.29139 -1.37377 -2.2 0.5 -0.4
C -0.87279 -1.63703 -1.32620 2.8 -2.2 -1.6
N -0.11002 -1.23255 -0.22760 0.6 0.0 -0.4
C -0.19359 0.13949 0.26407 -0.7 -0.4 -1.7
H -1.84879 1.02771 1.52024 -1.2 2.0 -0.1
C 0.29608 0.34648 1.63581 0.4 -1.4 -0.2
H 1.85121 1.22231 -0.87291 -0.5 0.5 0.4
H -1.52563 -0.69728 1.66987 -0.4 -0.1 0.1
N 1.05166 1.83482 -1.07141 1.4 -0.3 -1.8
N 1.23626 -1.72415 -0.52239 1.1 -0.2 0.0
C -0.18981 1.23780 -0.80826 0.7 0.4 -0.5
C -1.16853 0.27396 1.38099 1.1 -2.0 0.2
H 1.27453 2.28907 -2.02906 -1.4 -0.9 2.2
O -1.19439 1.56866 -1.38526 -0.2 0.0 0.1
C -0.17099 -2.51397 -2.12313 -0.7 3.5 3.8
H 0.82267 1.25343 1.72227 0.5 0.9 0.8
H 0.68555 -0.60770 2.00028 0.4 0.8 0.4
H -0.50254 -3.20515 -2.79349 -0.7 -1.4 -2.0
```
Positions in Å, forces in eV/Å.

***

# 3
A 2-piece molecular cluster, C5H15NO overall at a distorted geometry, computed with ωB97M-V with the def2-TZVPD basis set.

Output
structure (SMILES)	CCNC(C)C.O
gap between HOMO and LUMO	0.35036	hartree
HOMO level	-8.65	eV
LUMO	0.889	eV
relative energy (zero: lowest compared OMol25 entry of this formula, charge and spin)	1.360	eV

Geometry as XYZ:
```
22
Properties=species:S:1:pos:R:3:forces:R:3
H -2.87909 0.15502 0.79335 0.2 0.3 -0.3
H -0.77815 -0.86892 1.05178 0.1 -0.4 -0.1
H 1.66254 -1.26190 -0.79140 -0.1 -0.8 0.6
H 4.59977 -2.37729 -5.35616 -0.7 0.4 -0.5
H 0.42876 2.25054 2.45614 -0.1 0.2 0.5
H 3.16948 -1.54045 -5.21252 1.1 -0.7 -0.4
H 0.78295 0.77180 -0.80958 -0.1 -0.1 0.4
H -0.97302 1.94322 0.73488 0.4 -0.1 -0.2
C -0.27972 1.46227 2.73180 0.2 0.7 -0.6
C 0.01342 0.00754 -0.59841 0.8 0.7 -0.8
H -0.81659 0.41077 -1.18560 -0.6 -0.6 0.0
N -0.21870 -0.05910 0.83553 -0.5 0.9 -0.2
C -0.98373 1.08635 1.40496 0.2 -1.0 1.0
C -2.46644 0.76393 1.60707 -0.6 -0.3 -0.3
H 0.01290 -2.10304 -0.54073 0.6 -0.3 0.3
H 0.35255 0.68445 3.15139 -0.3 -0.4 -0.2
H -0.96395 1.79137 3.51265 0.0 0.3 -0.1
C 0.60619 -1.33324 -1.03820 -0.4 0.1 -0.3
O 3.92410 -1.99062 -4.78867 -0.4 0.2 0.9
H -3.05249 1.68250 1.63454 0.0 0.0 0.1
H 0.59911 -1.65813 -2.08295 -0.3 0.8 -0.2
H -2.73991 0.18292 2.49014 0.5 0.1 0.3
```
Positions in Å, forces in eV/Å.

***

# 4
A 10-piece molecular cluster, C34H96N12O10 overall at a distorted geometry, computed with ωB97M-V with the def2-TZVPD basis set.

Output
structure (SMILES)	COC[C@H](C)N.COC[C@H](C)N.COC[C@H](C)N.COC[C@H](C)N.COC[C@H](C)N.COC[C@H](C)N.COC[C@H](C)N.COC[C@H](C)N.NC(N)=O.NC(N)=O
gap between HOMO and LUMO	0.33307	hartree
HOMO level	-9.02	eV
LUMO	0.041	eV
relative energy (zero: lowest compared OMol25 entry of this formula, charge and spin)	5.696	eV

Geometry as XYZ:
```
152
Properties=species:S:1:pos:R:3:forces:R:3
H -2.59069 -3.70340 1.58673 0.3 -0.3 0.1
H 7.74224 3.43994 1.99451 -0.2 0.1 -0.5
C 2.73218 6.96581 -2.42022 0.7 1.2 -0.8
H 3.26999 5.63446 -3.98061 -0.1 0.5 0.0
H 2.89576 -4.56296 -1.24160 0.4 0.1 0.4
O 2.50188 8.27990 -0.36228 -0.1 0.8 -1.0
H 3.65895 -2.50358 4.03151 -0.1 -0.2 -0.7
H 2.53955 9.41061 1.39191 0.6 0.2 -0.7
O -0.83065 -1.95882 -9.48701 -0.3 -1.5 -0.5
H 2.53438 -8.58998 3.43453 0.1 0.0 0.0
H -7.32476 5.99572 -5.90950 0.4 -0.1 -0.1
H 1.63695 -1.98383 10.43655 0.0 0.0 0.3
H 5.36882 -7.79511 2.26175 0.1 -0.6 0.0
H 6.66609 2.72653 0.78534 0.1 0.6 0.6
C 0.39377 0.28675 6.75123 -0.7 0.7 1.7
N -2.16952 -1.00981 -0.26749 -0.6 1.3 0.7
H -0.32388 -0.50951 6.94885 -0.2 -0.3 -0.5
H 3.32859 -1.51934 10.83094 0.0 0.0 -0.1
H 0.50218 1.37760 -0.82024 0.0 0.6 -0.5
C 0.39976 -6.69536 -2.19103 0.2 -1.3 0.8
C 2.48857 -1.36511 10.15368 -0.3 -1.0 -1.3
H -5.25998 0.93083 4.82732 0.4 0.3 -0.2
H -2.22637 -0.90294 -8.11588 -0.5 0.7 -0.6
H 2.67566 -3.65752 4.91539 -0.1 0.0 0.2
N 2.18002 0.46728 0.40437 0.3 -2.1 2.0
H 1.41576 2.65961 -1.66992 -0.4 -0.2 0.1
O -5.87340 4.83197 -4.93117 -0.6 0.3 -1.2
H -0.00311 -0.01735 -7.64501 0.2 -0.1 -0.4
H -2.65360 -2.77760 -0.88022 -1.2 -1.3 0.2
H 0.84765 7.02879 -3.49069 0.1 0.0 -0.4
C 2.85137 -8.14221 2.49266 -0.7 0.0 0.1
O 1.80674 -6.73224 -2.28970 0.3 1.0 -1.0
H -1.93372 -2.13322 2.00719 -0.4 0.2 0.0
C 1.64287 7.73277 -3.24546 0.0 -0.7 1.6
H 4.41363 -3.71877 -1.80033 -0.1 -0.1 0.0
H 1.56131 6.51260 -0.61257 -0.4 -0.3 -0.3
H 0.36056 1.30200 9.06509 0.7 0.8 1.3
N 7.42079 0.67258 0.86925 -2.2 -5.0 -2.8
C 2.10553 0.05615 10.01496 -1.8 2.1 1.4
C -6.10142 1.61279 4.70488 0.4 -0.2 -0.3
C 0.00510 -1.21685 -5.91338 1.6 0.6 -0.6
H -0.11482 1.22545 6.97093 -0.6 0.3 -0.8
H 3.63103 5.10129 -2.49101 0.1 0.0 0.1
H 2.72409 -1.66936 9.13385 0.5 -0.5 0.0
H 2.00832 -5.63556 3.37446 -0.3 0.0 -0.7
H 7.57394 -0.30208 1.08531 0.0 0.2 -0.4
H 0.12085 -7.44930 -1.45490 0.1 0.1 0.4
H 3.71916 -6.48419 1.63532 -0.2 0.8 0.0
C 3.06990 -5.78480 3.57166 -0.6 0.7 -0.2
H 2.98014 0.63583 9.71977 -0.2 0.1 -0.5
H -6.92141 -1.45810 -1.65385 0.6 0.3 -0.4
H 2.92874 0.05119 0.93953 0.0 0.3 -0.3
H 1.17112 8.47355 -2.59985 0.2 0.2 0.0
H 3.63732 7.53557 -2.63044 0.3 0.5 0.7
N 2.96568 5.64906 -3.01766 -0.8 -1.0 1.0
H -0.58416 -1.94619 -5.35758 -0.1 0.1 -0.1
H 2.39154 0.41899 11.99681 0.7 0.4 0.1
O -5.02383 -1.89581 -0.89747 -0.3 0.2 0.7
N 1.69067 0.64158 11.30448 0.3 0.0 0.8
H 0.78383 0.27577 5.73346 0.3 -0.1 0.4
C -2.43556 3.56449 2.78229 -0.4 -0.3 -0.5
H 4.43928 -3.60211 5.09901 0.1 -0.4 0.1
C -6.37435 -1.50805 -0.71239 -0.2 -0.6 -0.4
H -2.67290 3.98724 -4.85912 0.4 -0.5 0.0
H 2.79900 -3.31166 -2.45310 0.1 0.2 0.0
C 3.43483 -4.11212 -2.07480 -1.0 -1.0 -0.8
O 3.60015 1.89173 -0.57292 0.1 0.6 -0.4
O 1.36898 0.25735 7.76589 1.3 -1.5 -0.5
H 2.97546 -6.07668 4.61760 1.1 -0.1 0.3
N -7.07532 3.72994 4.25067 0.5 1.2 -0.6
C 3.61934 -3.53425 4.38403 -0.2 -0.6 0.2
H -1.30400 -1.28023 -0.71231 0.0 0.3 -0.2
H -4.78401 4.39776 2.87693 -0.4 0.2 0.0
H 5.68253 -6.49956 3.04607 -0.2 0.6 0.3
H -5.27046 3.51917 5.33641 0.2 0.1 0.2
O 3.72284 -4.50671 3.34279 0.2 -0.4 0.2
H 0.93474 -2.14486 -8.58043 0.5 0.4 0.3
H -4.80309 3.71728 -2.69009 0.5 0.1 0.4
H -4.94518 2.65187 2.48530 -0.4 0.2 -0.5
H -2.71337 -0.43345 -0.89369 0.1 0.0 -0.4
H 1.26684 0.20669 0.74831 0.1 0.3 -0.3
H -3.37217 1.83997 -4.40120 0.1 -0.2 -0.2
H -2.25516 -1.50785 -6.72264 -0.1 -0.2 0.7
H 5.00075 -4.60006 -4.57957 0.1 -0.1 0.4
H 2.45707 -6.71362 -4.24226 0.0 -0.1 -0.2
C -4.32560 3.44848 -3.63235 0.3 -0.1 0.7
N 1.34952 1.88990 -1.01934 -1.3 1.5 -1.4
C -4.40788 -2.11458 0.38446 2.3 0.3 -1.8
H -7.57738 3.70387 5.12666 -0.2 -0.3 0.2
C -2.04927 -2.84476 1.18961 -0.8 -0.5 0.8
H -4.50683 -1.24124 1.02911 -0.3 0.1 0.2
H -3.23746 5.31929 -4.06971 -0.3 0.2 0.5
O 9.12699 1.34637 2.10979 0.2 0.3 0.7
C -0.46220 -0.95892 -7.34372 1.1 -0.3 1.1
H 2.07363 8.24409 -4.10632 -0.1 -0.3 -0.1
H -6.84784 4.70916 4.15330 -0.6 0.6 -0.3
H -1.86356 -3.66263 -10.09586 0.4 -0.7 0.8
H -6.37089 3.05581 -4.11971 0.0 -0.6 0.0
H -5.20769 2.91465 -5.49096 -0.2 0.0 -0.4
H -2.73264 3.28931 1.77030 0.0 -0.1 -0.2
H -6.75444 1.19414 3.93913 0.3 0.3 -0.7
C -5.50222 3.49091 -4.61387 0.2 1.3 -0.4
C 0.87770 0.34338 9.10645 0.7 0.1 -2.1
H 0.94504 0.09589 11.71235 -0.8 -0.1 -0.4
N 7.40704 2.64654 1.46702 -1.7 6.2 0.7
H -2.27042 4.64168 2.76042 -0.4 0.3 0.4
N -3.83338 2.07953 -3.53517 -0.3 -0.3 0.5
C 3.66065 -6.85718 2.65785 0.7 -0.3 -0.4
H -6.71909 1.37785 5.57172 0.1 0.9 0.6
H 6.58590 0.97685 0.38915 0.0 -0.9 0.2
H -7.88850 4.48917 -5.21919 -0.3 -0.1 -0.1
C 2.24499 -5.98779 -3.45721 0.3 -0.2 0.9
H -0.06643 -7.11346 -3.08317 -0.2 0.8 -0.4
H 1.34233 8.26960 1.48781 -0.9 -0.5 -1.0
H 1.05189 -1.51918 -5.94415 0.1 -0.3 0.3
H 0.01475 -0.29645 9.29098 0.2 -1.0 0.1
H -0.01781 -3.78518 -10.36526 -0.1 0.0 0.6
H 2.93740 7.69895 1.52530 0.4 0.0 0.2
H 1.97810 -7.99005 1.85835 -0.3 0.4 0.3
H -6.96828 4.41527 -6.73524 0.2 0.1 -0.1
H 4.27285 -5.92970 -2.85764 0.0 -0.3 0.3
H -0.21410 -3.03829 -7.72511 -0.9 -0.5 -0.2
H -4.59417 1.43175 -3.38792 -0.1 -0.3 0.0
H 3.38712 -8.89464 1.91394 0.5 0.1 0.3
C -2.87431 -2.25930 0.05293 1.0 0.2 0.0
H -6.43894 -0.54544 -0.20514 -0.2 -0.1 0.2
C -0.11605 -2.11275 -8.29244 1.0 0.6 0.3
H -2.26045 4.16561 -3.13005 -0.4 -0.3 0.1
H -4.79424 -3.00977 0.87174 -0.1 -0.1 0.0
N 5.02833 -7.26903 3.05384 -0.1 0.0 0.0
H 3.59873 -5.10772 -5.18881 0.1 0.1 -0.4
O -3.42691 3.10690 3.70342 0.8 0.4 0.5
H 0.03101 -0.23276 -5.44540 -0.4 -0.2 0.5
C 2.45602 1.49331 -0.42402 1.2 -1.0 0.9
H -1.01754 -3.11795 0.96819 -0.2 -0.2 -0.6
C 3.52466 -5.20521 -3.17923 1.3 0.6 0.6
H -6.90414 -2.32106 -0.21597 -0.1 0.2 0.7
C -0.91220 -3.16685 -10.28883 -1.2 1.8 -0.7
C -7.07544 4.94172 -5.78684 1.0 -0.5 1.7
N -1.85070 -0.71358 -7.19766 -1.8 -0.4 -1.1
C 2.52306 6.95890 -0.86544 -1.1 -0.3 -0.5
N 4.00268 -4.58381 -4.42565 -0.9 -0.1 -0.5
C 8.06504 1.55723 1.53826 3.7 -1.4 1.7
H 0.05923 -5.73207 -1.81125 -0.3 0.2 -0.5
C -5.76812 3.13553 4.44575 0.5 -2.3 0.5
C 2.30725 8.41907 1.00335 0.6 -0.5 1.6
H -1.14879 -2.80145 -11.28813 0.5 0.2 -0.3
H -1.45004 3.12799 2.94448 -0.3 -0.4 0.5
C -3.05051 4.26332 -3.87460 -0.8 1.0 -1.4
C -4.74938 3.38194 3.27063 -0.5 -1.0 0.5
H 3.22590 6.35042 -0.29636 0.7 0.0 -0.3
H 1.47418 -5.30601 -3.81653 -0.2 0.1 0.1
```
Positions in Å, forces in eV/Å.